1.
{"formula": "C38H27BrCl2F4O2PPtS2Te", "method": "ωB97M-V with the def2-TZVPD basis set", "symbols": ["Pt", "F", "C", "C", "F", "C", "F", "C", "P", "C", "C", "C", "C", "C", "C", "C", "C", "C", "C", "C", "C", "C", "Br", "C", "F", "H", "H", "H", "H", "H", "H", "H", "H", "H", "H", "Cl", "C", "C", "C", "C", "C", "Cl", "C", "S", "H", "H", "H", "Te", "C", "C", "C", "C", "S", "H", "H", "H", "C", "C", "C", "C", "C", "C", "C", "C", "C", "C", "O", "O", "H", "H", "H", "H", "H", "H", "H", "H", "H", "H", "H"], "xyz": [[-0.576649, -0.371953, -0.092194], [-3.476446, -0.867461, 6.386215], [-2.653085, -1.018066, 5.360547], [-1.839070, -2.130069, 5.276462], [-1.876916, -3.051967, 6.228718], [-0.972862, -2.276481, 4.200458], [-0.188243, -3.354271, 4.223287], [-0.904285, -1.335160, 3.181889], [0.230210, -1.469244, 1.754037], [1.782464, -0.771245, 2.359783], [2.333089, -1.249205, 3.551973], [3.551292, -0.764527, 3.992912], [4.230417, 0.191821, 3.246110], [3.682801, 0.676037, 2.069692], [2.454871, 0.201845, 1.627338], [0.518520, -3.234791, 1.501369], [-0.576062, -4.073136, 1.303669], [-0.379828, -5.418178, 1.049342], [0.911590, -5.928180, 0.972468], [2.002406, -5.092597, 1.151480], [1.810036, -3.742565, 1.414378], [-1.740967, -0.225520, 3.293803], [-1.736830, 1.135558, 1.987568], [-2.596917, -0.057580, 4.360766], [-3.384174, 1.009912, 4.455864], [1.822683, -2.008814, 4.131255], [3.974961, -1.137336, 4.915403], [5.188104, 0.560560, 3.588726], [4.209374, 1.423208, 1.491613], [2.018082, 0.594861, 0.721257], [-1.583644, -3.674914, 1.359908], [-1.231089, -6.069005, 0.903148], [1.064567, -6.980554, 0.773421], [3.007335, -5.488253, 1.090600], [2.664799, -3.095199, 1.562244], [-1.349021, -3.183813, -1.813972], [0.324375, -3.650230, -1.773650], [0.597823, -4.989623, -1.989782], [1.910349, -5.427563, -2.041094], [2.943642, -4.523443, -1.864097], [2.654176, -3.191076, -1.628429], [4.006866, -2.121931, -1.400456], [1.329254, -2.709338, -1.580990], [1.130012, -0.976380, -1.366209], [-0.224172, -5.674938, -2.137250], [2.127347, -6.469619, -2.231602], [3.976748, -4.838633, -1.905152], [-2.394120, -0.165906, -2.143090], [-4.167831, 0.919447, -2.251647], [-5.377836, 0.410548, -1.872902], [-6.464835, 1.239291, -2.266644], [-6.043104, 2.340480, -2.942845], [-4.346329, 2.382590, -3.120236], [-5.495396, -0.514878, -1.324708], [-7.499788, 1.026648, -2.049279], [-6.645829, 3.135116, -3.351544], [1.363442, 7.573112, -2.969928], [0.855538, 6.189698, -2.667922], [-0.382989, 5.993684, -2.075711], [-0.855973, 4.724118, -1.766100], [-2.180613, 4.552814, -1.067850], [-0.058766, 3.632745, -2.082503], [1.208685, 3.787523, -2.654842], [2.093457, 2.608394, -2.953975], [1.637032, 5.072913, -2.947857], [-0.517517, 2.253385, -1.745183], [-1.269903, 1.661885, -2.629266], [-0.143053, 1.763566, -0.667756], [0.568315, 8.313023, -2.900630], [1.794821, 7.622456, -3.969534], [2.146592, 7.854255, -2.263883], [-1.001930, 6.851252, -1.839660], [-2.651761, 5.516011, -0.889321], [-2.048831, 4.060094, -0.101281], [-2.872455, 3.939982, -1.657046], [1.581549, 1.864528, -3.568117], [2.400617, 2.111316, -2.033276], [2.990309, 2.922179, -3.483030], [2.610567, 5.206785, -3.405260]], "atomic_forces_ev_per_a": [[-0.632, 0.591, 3.066], [0.134, -0.023, -0.183], [-0.107, -0.004, 0.164], [-0.011, -0.101, 0.125], [0.013, 0.117, -0.131], [0.077, -0.046, 0.118], [-0.038, 0.095, -0.060], [-0.170, -0.045, -0.158], [0.409, -0.378, -0.955], [-0.014, 0.014, 0.037], [0.004, 0.016, 0.026], [-0.012, -0.012, -0.004], [0.004, -0.004, 0.007], [-0.022, -0.011, 0.006], [-0.027, 0.041, 0.078], [-0.004, 0.081, 0.101], [-0.081, -0.035, 0.132], [0.027, -0.001, 0.113], [-0.065, 0.046, 0.198], [-0.085, 0.018, 0.155], [-0.020, -0.071, 0.116], [-0.100, 0.001, 0.083], [-0.018, -0.222, -0.525], [-0.089, 0.111, 0.046], [0.087, -0.094, -0.036], [0.008, -0.012, -0.014], [0.009, -0.003, 0.006], [0.000, 0.006, 0.001], [-0.015, 0.018, 0.001], [0.011, 0.003, -0.053], [0.000, -0.006, -0.034], [-0.023, -0.015, 0.011], [-0.001, -0.016, -0.011], [0.005, 0.008, -0.008], [0.015, 0.007, -0.046], [0.116, -0.462, -0.054], [-0.102, -0.171, -0.242], [0.087, -0.041, -0.137], [-0.042, 0.149, -0.157], [-0.051, 0.054, -0.138], [-0.041, -0.064, -0.070], [-0.180, -0.043, 0.038], [0.611, 0.233, 0.125], [0.196, -0.429, -0.795], [-0.008, -0.020, 0.004], [-0.010, -0.010, 0.017], [0.000, -0.002, -0.003], [1.063, 1.543, -1.017], [-0.032, 0.001, 0.139], [-0.053, -0.008, 0.228], [0.136, -0.050, -0.013], [-0.090, -0.012, -0.039], [0.026, -0.026, -0.220], [-0.034, 0.007, 0.012], [-0.018, -0.017, 0.001], [0.007, 0.046, 0.029], [0.002, -0.057, -0.008], [0.023, 0.017, -0.003], [-0.021, 0.038, 0.041], [-0.205, 0.098, 0.065], [-0.017, -0.190, -0.154], [0.248, -0.050, -0.316], [-0.048, 0.078, -0.131], [-0.118, -0.076, 0.012], [-0.004, 0.021, 0.038], [0.147, -0.117, 0.427], [-0.788, -0.913, 0.518], [-0.252, 0.203, -0.794], [-0.010, 0.002, -0.004], [-0.008, 0.004, -0.012], [0.002, 0.008, 0.011], [-0.001, 0.018, 0.014], [-0.019, 0.027, 0.008], [0.011, 0.014, 0.031], [0.161, 0.168, 0.144], [-0.008, -0.005, -0.012], [0.037, -0.046, 0.060], [0.000, 0.006, -0.009], [0.015, 0.004, -0.005]], "homo_lumo_gap_ev": [5.964, 5.965], "charge": 1, "e_lumo_ev": [-4.5, -4.5], "relative_energy_kcal_mol": 0.0, "e_tot_ha": -7033.4503, "homo_ha": [-0.384, -0.384]}

=====

2.
{"formula": "C3H7N3O", "method": "ωB97M-V with the def2-TZVPD basis set", "symbols": ["C", "C", "C", "N", "N", "N", "O", "H", "H", "H", "H", "H", "H", "H"], "xyz": [[-2.181377, 0.120109, -0.592939], [-0.018829, 0.408790, -1.636479], [0.426011, -0.596682, 1.290117], [-1.750516, 0.272857, 1.475031], [-0.873213, 0.281947, -0.503287], [-0.562081, 0.481001, 0.864549], [-3.195596, 0.044769, -1.164212], [-0.680772, 0.199917, -2.531596], [0.339274, 1.377791, -1.814053], [0.766532, -0.233450, -1.591674], [0.908405, -0.448377, 2.343042], [-0.085940, -1.643212, 0.981809], [1.285951, -0.556383, 0.580234], [-2.198372, 1.157225, 1.451457]], "atomic_forces_ev_per_a": [[-0.602, -0.840, 4.070], [-2.895, 0.599, -2.012], [-0.156, -1.036, -1.402], [-2.742, -1.421, -1.727], [-0.389, 0.193, -0.179], [4.160, -0.375, 0.009], [0.736, 0.321, -0.637], [0.921, -0.124, 0.917], [0.499, 1.636, 0.232], [2.189, -2.085, 0.025], [-1.686, -0.373, -1.876], [1.025, 2.006, 1.570], [-0.434, 0.241, 0.508], [-0.627, 1.257, 0.501]], "homo_lumo_gap_ev": [8.823, 8.824], "charge": 0, "e_lumo_ev": [0.7, 0.7], "relative_energy_kcal_mol": 132.1, "e_tot_ha": -357.8393, "homo_ha": [-0.300, -0.300]}

=====

3.
{"formula": "C5H13N2", "method": "ωB97M-V with the def2-TZVPD basis set", "symbols": ["C", "C", "C", "C", "C", "N", "N", "H", "H", "H", "H", "H", "H", "H", "H", "H", "H", "H", "H", "H"], "xyz": [[0.137820, -1.005320, 0.959883], [0.596263, 0.335971, -1.407224], [-0.945208, -0.152991, 0.951364], [1.197582, -0.544698, 1.928414], [-0.628436, 0.559348, -2.052392], [-2.241372, -0.390512, 0.452021], [1.489430, 1.078839, -0.794089], [0.275420, -2.090422, 0.736588], [1.029153, -0.607255, -1.490103], [-0.999893, 0.847700, 1.425231], [1.133020, -1.287928, 2.836357], [1.138742, 0.481276, 2.158186], [2.173861, -0.729814, 1.461746], [-0.782482, 0.103241, -2.954366], [-0.743692, 1.730041, -2.168220], [-1.437728, -0.004458, -1.541753], [-2.993041, 0.269264, 0.494032], [-2.502578, -1.343377, 0.573796], [2.354918, 0.752363, -0.377268], [1.181689, 2.021479, -0.657660]], "atomic_forces_ev_per_a": [[-1.280, 1.293, 1.526], [3.481, -1.596, 1.481], [-1.563, -0.660, -0.221], [0.761, -3.146, 0.029], [-1.493, 4.615, 1.388], [1.682, -0.969, -0.321], [-2.034, 1.202, -1.162], [-1.012, 1.077, -0.448], [0.165, -2.004, -0.389], [1.230, -0.590, -0.250], [0.306, 1.859, -1.368], [-0.240, 1.077, 0.760], [0.212, -0.003, 0.348], [0.676, -1.092, -2.804], [-0.655, -2.368, 0.317], [0.034, 0.842, 0.747], [0.138, 0.309, 0.417], [-0.633, -0.519, -0.263], [-0.372, -0.112, -0.226], [0.597, 0.786, 0.439]], "homo_lumo_gap_ev": 8.188, "charge": 1, "e_lumo_ev": -4.0, "relative_energy_kcal_mol": 81.4, "e_tot_ha": -307.4919, "homo_ha": -0.447}

=====

4.
{"formula": "C2H7N4O", "method": "ωB97M-V with the def2-TZVPD basis set", "symbols": ["C", "C", "N", "N", "N", "N", "O", "H", "H", "H", "H", "H", "H", "H"], "xyz": [[1.621159, 1.070054, -0.631649], [-0.502254, 0.685186, -0.313666], [2.035090, 0.529473, 0.555985], [-0.332000, 0.242621, 1.000559], [-0.826002, -0.586429, -1.173155], [1.007847, -0.289790, 1.233969], [1.985605, 1.613599, -1.603567], [-1.123423, 1.421635, -0.722208], [3.080008, 0.349999, 0.802465], [-0.640254, 1.044080, 1.492249], [-0.500393, -1.308467, -0.551924], [-1.837255, -0.796528, -1.631147], [-0.186809, -0.647618, -1.933623], [1.299225, -0.296029, 2.153055]], "atomic_forces_ev_per_a": [[1.280, -2.002, 2.923], [-3.922, -4.375, -0.635], [1.478, 1.231, -1.480], [1.220, 1.109, -1.599], [-1.566, 0.364, -0.390], [-0.269, 0.087, -3.739], [1.281, 0.920, -0.900], [-0.482, 1.632, 0.529], [-2.128, 0.087, -0.233], [0.318, 0.953, 1.963], [-0.509, -1.085, 0.332], [2.614, 0.767, 1.798], [0.845, 0.173, -1.281], [-0.160, 0.138, 2.713]], "homo_lumo_gap_ev": [6.352, 7.400], "charge": 1, "e_lumo_ev": [-3.6, -6.3], "relative_energy_kcal_mol": 83.4, "e_tot_ha": -374.1372, "homo_ha": [-0.365, -0.504], "spin_multiplicity": 3}